Below is an isolated molecule of C3H4OS2 at a distorted geometry, with properties calculated with ωB97M-V/def2-TZVPD.

Values from the calculation:
SMILES string: CC(=O)C(=S)S
Frontier orbital gap (eV): 7.781
2S+1: 1
LUMO (eV): -1.2

Element x y z (Å)
C (0.29, 0.18, 1.49)
C (0.16, 0.41, -0.04)
O (0.66, 1.39, -0.47)
C (-0.56, -0.69, -0.99)
S (-1.44, -1.95, -0.30)
S (-0.51, -0.36, -2.65)
H (0.12, -0.82, 1.81)
H (-0.42, 0.82, 1.99)
H (1.33, 0.40, 1.66)
H (0.37, 0.63, -2.49)

Below is a structure of composition C23H40N4O5Pt at a distorted geometry, with properties calculated with ωB97M-V/def2-TZVPD.

Values from the calculation:
Frontier orbital gap (spin up / spin down) (eV): 5.694 / 7.907
2S+1: 3
LUMO (spin up / spin down) (eV): 0.5 / -0.1

Element x y z (Å)
O (-5.00, -1.22, -1.69)
H (-5.80, -1.65, -2.07)
Pt (-0.21, 0.33, -2.01)
N (0.89, 0.35, -3.67)
N (-1.52, 0.84, -3.43)
O (2.27, 0.15, -3.84)
O (-2.91, 0.99, -3.38)
C (0.34, 0.85, -4.77)
C (-1.02, 1.15, -4.63)
C (1.18, 1.08, -5.96)
C (-1.88, 1.73, -5.68)
H (2.09, 0.46, -5.92)
H (1.48, 2.13, -6.03)
H (0.62, 0.84, -6.87)
H (-2.78, 2.20, -5.24)
H (-2.20, 0.97, -6.40)
H (-1.33, 2.49, -6.25)
H (2.62, -0.14, -2.97)
H (-3.25, 0.42, -2.66)
O (0.22, 3.19, -1.48)
H (0.76, 2.87, -2.23)
H (-0.69, 2.96, -1.75)
C (-3.86, -2.06, -1.87)
H (-3.24, -1.90, -0.99)
H (-3.33, -1.79, -2.79)
H (-4.06, -3.14, -1.93)
O (0.18, -2.54, -2.55)
H (0.50, -2.01, -3.29)
H (0.80, -2.33, -1.82)
C (5.05, -2.42, 1.40)
C (4.09, -1.60, 2.26)
C (3.46, -2.52, 3.29)
C (4.88, -0.52, 2.98)
C (3.04, -0.97, 1.34)
C (3.44, -0.16, 0.27)
C (2.52, 0.28, -0.68)
N (1.25, -0.16, -0.60)
C (0.80, -0.63, 0.60)
C (1.69, -1.18, 1.54)
C (-0.54, -0.23, 0.89)
C (-1.12, -0.21, 2.17)
C (-2.21, 0.61, 2.39)
C (-2.89, 1.12, 1.28)
C (-2.35, 0.98, 0.00)
N (-1.15, 0.40, -0.16)
C (-2.48, 1.02, 3.83)
C (-3.62, 2.02, 3.93)
C (-2.79, -0.21, 4.66)
C (-1.21, 1.68, 4.37)
H (5.80, -2.89, 2.05)
H (5.57, -1.79, 0.67)
H (4.51, -3.21, 0.86)
H (4.26, -2.97, 3.89)
H (2.80, -1.97, 3.97)
H (2.90, -3.33, 2.82)
H (5.40, 0.14, 2.28)
H (4.23, 0.09, 3.62)
H (5.64, -0.99, 3.62)
H (4.47, 0.16, 0.16)
H (2.71, 1.04, -1.43)
H (1.27, -1.74, 2.37)
H (-0.63, -0.75, 2.99)
H (-3.84, 1.63, 1.38)
H (-2.86, 1.29, -0.90)
H (-4.55, 1.57, 3.58)
H (-3.75, 2.31, 4.98)
H (-3.40, 2.92, 3.36)
H (-1.98, -0.94, 4.62)
H (-2.94, 0.07, 5.71)
H (-3.70, -0.70, 4.29)
H (-0.36, 0.97, 4.37)
H (-0.92, 2.54, 3.76)
H (-1.36, 2.01, 5.40)

Below is an isolated molecule of C3H4NP at a distorted geometry, with properties calculated with ωB97M-V/def2-TZVPD.

Values from the calculation:
Frontier orbital gap (spin up / spin down) (eV): 7.593 / 7.593
2S+1: 1
LUMO (spin up / spin down) (eV): -0.1 / -0.1

Element x y z (Å)
C (1.53, -1.08, 0.00)
C (0.08, 1.18, 0.06)
C (-2.13, 0.12, -0.12)
N (-1.09, 0.65, 0.07)
P (1.70, 0.60, 0.04)
H (2.52, -1.64, -0.17)
H (-0.22, 2.18, -0.38)
H (-2.99, -0.38, 0.41)
H (0.59, -1.63, 0.08)

Below is a cluster of 2 separate species, C4H12 in total at a distorted geometry, with properties calculated with ωB97M-V/def2-TZVPD.

Values from the calculation:
SMILES string: CC.CC
Frontier orbital gap (eV): 12.453
2S+1: 1
LUMO (eV): 1.1

Element x y z (Å)
C (-1.39, 0.50, 1.02)
C (-0.95, 1.36, 2.23)
H (-2.12, -0.26, 1.24)
H (-1.60, 1.09, 0.14)
H (-0.46, 0.01, 0.76)
H (-1.36, 2.38, 2.18)
H (-1.09, 1.05, 3.27)
H (0.14, 1.48, 2.18)
C (0.40, -0.69, -1.69)
C (1.80, -1.29, -1.63)
H (-0.18, -0.88, -2.58)
H (-0.19, -0.91, -0.80)
H (0.49, 0.39, -1.53)
H (2.30, -0.59, -0.94)
H (2.38, -1.30, -2.54)
H (1.82, -2.33, -1.29)

Below is a structure of composition C10H8Cl3N5O4STe4Ti, with properties calculated with ωB97M-V/def2-TZVPD.

Values from the calculation:
Net charge: -2
Frontier orbital gap (spin up / spin down) (eV): 5.507 / 4.573
2S+1: 3
LUMO (spin up / spin down) (eV): 3.6 / 2.7

Element x y z (Å)
Ti (-0.04, -0.40, -0.18)
O (3.06, 2.13, 0.65)
C (2.22, 1.26, 0.70)
O (1.68, 0.62, -0.30)
C (1.65, 0.78, 2.02)
C (2.10, 1.12, 3.29)
C (1.47, 0.52, 4.37)
C (0.44, -0.39, 4.17)
C (0.07, -0.67, 2.87)
N (0.66, -0.07, 1.84)
C (-0.97, -1.67, 2.40)
O (-1.63, -2.30, 3.20)
O (-1.01, -1.73, 1.11)
H (2.91, 1.82, 3.39)
H (1.79, 0.75, 5.38)
H (-0.06, -0.90, 4.98)
N (-1.55, -1.64, -1.34)
N (-1.52, -1.65, -2.76)
C (-1.13, -0.51, -3.36)
N (-1.63, -0.34, -4.61)
S (-0.07, 0.57, -2.63)
H (-1.43, -2.60, -1.02)
H (-2.48, -1.34, -1.06)
H (-2.37, -2.05, -3.16)
H (-2.61, -0.67, -4.66)
H (-1.51, 0.60, -4.96)
Te (2.64, -2.91, 1.12)
Te (4.30, -4.90, 1.19)
Te (2.19, -5.04, -2.44)
Te (2.04, -2.54, -1.56)
Cl (-3.38, 4.20, 0.00)
C (-2.46, 3.17, 1.03)
Cl (-4.46, -1.38, -3.50)
Cl (-2.43, 3.56, 2.73)
C (-1.81, 2.09, 0.58)
N (-1.23, 1.14, 0.18)

Below is a cluster of 3 separate species, C16H31F9O5PS in total at a distorted geometry, with properties calculated with ωB97M-V/def2-TZVPD.

Values from the calculation:
Net charge: +1
Frontier orbital gap (eV): 7.972
2S+1: 1
LUMO (eV): -3.7

Element x y z (Å)
C (-0.68, -1.79, 1.31)
O (0.05, -0.63, 0.93)
C (0.62, 0.05, 1.96)
S (-0.18, 1.76, 2.15)
C (-1.82, 1.51, 1.45)
C (-2.74, 2.68, 1.80)
C (-4.20, 2.24, 1.76)
F (-4.35, 1.09, 1.06)
F (-4.60, 1.98, 3.03)
C (-5.13, 3.33, 1.19)
F (-4.57, 3.89, 0.09)
F (-5.20, 4.29, 2.15)
C (-6.58, 2.90, 0.89)
F (-7.13, 2.35, 1.99)
F (-7.25, 4.03, 0.59)
C (-6.78, 1.90, -0.30)
F (-6.71, 0.63, 0.14)
F (-8.00, 2.10, -0.83)
F (-5.85, 2.08, -1.24)
P (0.79, 3.30, 0.91)
O (2.34, 3.02, 1.28)
O (0.69, 2.72, -0.57)
H (-0.04, -2.60, 1.61)
H (-1.25, -2.11, 0.45)
H (-1.37, -1.59, 2.13)
H (0.52, -0.44, 2.92)
H (1.66, 0.27, 1.77)
H (-2.18, 0.61, 1.95)
H (-1.76, 1.28, 0.40)
H (-2.52, 3.00, 2.81)
H (-2.55, 3.52, 1.15)
H (2.48, 2.48, 2.06)
H (0.67, 3.43, -1.21)
C (3.66, 2.61, -4.69)
C (3.81, 3.86, -3.84)
O (3.43, 3.68, -2.49)
C (4.17, 2.72, -1.76)
C (5.66, 3.01, -1.65)
H (2.65, 2.21, -4.61)
H (3.86, 2.84, -5.74)
H (4.36, 1.82, -4.39)
H (3.16, 4.64, -4.22)
H (4.83, 4.25, -3.90)
H (4.01, 1.72, -2.17)
H (3.73, 2.72, -0.76)
H (6.16, 2.94, -2.62)
H (6.13, 2.30, -0.98)
H (5.82, 4.02, -1.27)
C (2.63, -7.35, 1.43)
C (1.18, -7.00, 1.72)
O (0.80, -5.70, 1.29)
C (0.92, -5.45, -0.10)
C (0.05, -6.35, -0.97)
H (3.29, -6.59, 1.84)
H (2.87, -8.31, 1.89)
H (2.83, -7.43, 0.36)
H (1.00, -7.00, 2.79)
H (0.51, -7.75, 1.29)
H (1.97, -5.51, -0.42)
H (0.61, -4.42, -0.24)
H (0.38, -7.39, -0.93)
H (0.10, -6.03, -2.01)
H (-0.98, -6.32, -0.64)